(1)
Entry from OMol25: a molecular structure, C18H23IIrN8 (wB97M-V/def2-TZVPD).

Calculated values
Molecular weight (g mol⁻¹): 670.56
Total energy (a.u.): -1538.3680
HOMO-LUMO gap (alpha / beta) (Eh): 0.2672 / 0.1653
Multiplicity: 2
HOMO level (alpha / beta) (eV): -20.42 / -20.41
Total charge: +4

Cartesian coordinates (Å):
N1 0.5603 0.1041 1.8652
H1 -1.9261 -0.1615 0.6377
H2 0.3768 2.7923 3.8502
C1 0.7729 -0.5681 4.1672
H3 4.9715 0.5838 0.6444
C2 3.5655 3.3979 -0.6261
N2 -1.4619 -0.8049 0.0021
H4 -5.4533 -2.6342 -0.3111
C3 0.4784 1.7506 3.5766
C4 2.2904 2.8930 -0.9948
H5 5.4482 2.9842 0.2786
C5 -0.6430 -2.5720 -2.2047
H6 3.8027 4.4321 -0.8434
H7 -4.3367 -1.1031 1.5804
C6 0.4334 1.3899 2.2415
C7 1.2870 3.6478 -1.6416
C8 -0.1630 1.7418 -1.5621
C9 2.0001 1.5502 -0.6968
C10 4.2020 1.2234 0.2263
C11 4.4811 2.5920 -0.0062
N3 0.7582 1.0079 -0.9407
H8 2.8972 -1.0477 -1.0339
N4 -0.5823 -3.3637 -3.2638
H9 -3.7165 0.2864 0.6245
H10 -1.1158 1.2723 -1.7644
H11 0.2853 -3.5161 -3.7599
I1 0.7772 -2.7266 1.8998
C12 -2.3462 -1.6296 -0.6346
N5 2.5939 -0.6906 -0.1239
N6 0.3820 -1.9137 -1.7300
C13 0.6570 0.7727 4.5461
H12 0.7005 1.0388 5.5956
H13 -1.3907 -3.8226 -3.6601
C14 -4.5612 -2.6097 -0.9305
C15 2.9806 0.7301 -0.1249
C16 -4.2522 -0.6593 0.5881
H14 3.1232 -1.2430 0.5524
H15 1.2194 -2.0699 -2.2783
H16 -4.8457 -2.3061 -1.9410
H17 -5.2489 -0.4441 0.2092
C17 0.0788 3.0625 -1.9414
H18 -0.7001 3.6099 -2.4543
N7 -1.8928 -2.4957 -1.5950
C18 0.7097 -0.8240 2.8245
H19 0.3102 2.1218 1.4542
H20 1.4756 4.6830 -1.9027
N8 -3.6254 -1.6229 -0.3433
Ir1 0.4838 -0.8047 -0.0142
H21 -2.6098 -3.0657 -2.0232
H22 -4.1317 -3.6120 -0.9153
H23 0.9010 -1.3570 4.8973

Cartesian forces (eV/Å) of the 3 atoms listed first:
N -0.1184 -0.1436 0.0391
H -0.0107 -0.0784 0.0259
H -0.0016 -0.0001 -0.0005


(2)
Entry from OMol25: a single C18H23N3O3 molecule at a distorted geometry (wB97M-V/def2-TZVPD).

Calculated values
Molecular weight (g mol⁻¹): 329.40
Total energy (a.u.): -1089.6941
Structure (SMILES): COc1ccccc1-c1noc(CCC(=O)NC2CCCCC2)n1
HOMO-LUMO gap (Eh): 0.3389
Multiplicity: 1
HOMO level (eV): -8.53

Cartesian coordinates (Å):
C1 -1.2912 -0.7360 -0.4601
C2 3.9042 -1.8377 0.0598
H1 -5.2405 -0.5495 -1.0144
C3 -7.7091 0.4442 0.9892
H2 -7.2248 1.0720 -1.0101
C4 -7.2718 -1.0059 0.8059
C5 5.0326 -2.6141 0.2333
H3 -1.1493 -1.0011 0.5878
H4 -8.7853 0.5300 0.8294
C6 -5.0241 -0.2338 0.0113
H5 -3.2051 -0.1436 1.0707
H6 -7.5374 -1.3402 -0.1989
C7 -2.7672 -0.7408 -0.8371
H7 7.3256 -0.1668 0.6040
H8 4.9606 -3.6905 0.2156
C8 -0.7135 0.6537 -0.7361
C9 3.9836 -0.4484 0.0793
H9 -5.4980 -0.8533 2.0184
N1 1.5580 -0.2940 -0.3265
N2 2.6792 1.6213 -0.1265
H10 6.9061 1.9779 1.4398
H11 -7.4972 0.7612 2.0132
H12 -0.8796 0.9112 -1.7867
C10 -6.9664 1.3516 0.0132
C11 -5.4581 1.2211 0.2029
C12 5.2293 0.1801 0.2785
O1 5.2363 1.5286 0.2873
H13 7.1694 1.9774 -0.3284
H14 -4.9324 1.8550 -0.5138
O2 1.3605 1.8853 -0.3524
H15 -7.7918 -1.6461 1.5212
C13 6.4552 2.2081 0.4688
C14 0.7431 0.6998 -0.4670
H16 -5.1864 1.5487 1.2103
H17 -7.2685 2.3898 0.1642
H18 -1.2054 1.4184 -0.1291
H19 7.1479 -2.5929 0.5634
H20 -0.7675 -1.4639 -1.0785
C15 6.3577 -0.6177 0.4510
H21 2.9363 -2.2871 -0.0969
C16 6.2568 -1.9977 0.4280
H22 6.2034 3.2664 0.4310
C17 -5.7637 -1.1393 0.9968
N3 -3.5894 -0.3658 0.1660
H23 -5.4542 -2.1747 0.8431
C18 2.7723 0.3176 -0.1171
O3 -3.1603 -1.0186 -1.9491

Cartesian forces (eV/Å) of the 3 atoms listed first:
C -0.0737 0.1043 -0.2620
C 0.0635 0.2120 0.0128
H -0.0053 0.0404 0.1248


(3)
Entry from OMol25: a molecular structure, C18H23N4OSTi at a distorted geometry (wB97M-V/def2-TZVPD).

Calculated values
Molecular weight (g mol⁻¹): 391.34
Total energy (a.u.): -2241.4354
HOMO-LUMO gap (Eh): 0.2887
Multiplicity: 1
HOMO level (eV): -11.31
Total charge: +1

Cartesian coordinates (Å):
N1 1.9467 0.5407 -0.9173
H1 -3.3363 0.3023 -0.3766
H2 5.5468 1.1409 -3.7142
C1 2.7177 2.2220 3.3960
C2 -1.6489 -1.6239 1.8536
H3 -2.5626 -2.1523 2.1423
C3 -0.6762 -2.6452 1.2426
H4 -2.5863 -2.6210 -0.8664
C4 2.6281 0.3960 -2.1804
C5 -0.1108 -2.7117 -1.7770
C6 -2.6572 -1.5801 -1.1720
C7 -3.0395 -0.6774 -0.0039
H5 3.4149 2.7229 4.0529
H6 -0.8352 -3.5160 -1.6605
C8 1.4654 1.8395 3.8549
H7 1.1833 2.0453 4.8798
C9 2.6344 -0.4015 -4.4513
N2 0.5116 -2.0564 0.5861
H8 0.4111 -2.8956 -2.7154
H9 -2.2134 0.3366 1.5796
C10 3.9177 0.8978 -2.3612
H10 -0.4033 0.9265 3.4295
H11 1.2751 -1.9728 1.2433
C11 4.5485 0.7460 -3.5811
H12 -3.4480 -1.5198 -1.9182
H13 4.4092 1.4057 -1.5466
H14 1.2499 -3.7489 -0.4882
H15 0.9990 -0.6612 -3.1323
H16 -1.1999 -3.2594 0.5129
C12 1.9927 -0.2527 -3.2284
C13 0.9447 -2.7105 -0.6606
S1 -1.0921 -1.1728 -2.0449
H17 -0.3540 -3.3274 2.0320
H18 1.8362 -2.1877 -1.0103
C14 3.9119 0.0976 -4.6327
C15 0.8586 0.9082 1.6849
O1 -0.6425 1.5028 -0.4780
C16 0.5647 1.1924 3.0116
C17 3.0581 1.9536 2.0828
Ti1 -0.1108 0.0568 -0.0187
N3 2.6400 1.1037 -0.0479
H19 4.4100 -0.0142 -5.5860
H20 4.0212 2.2341 1.6775
C18 2.1413 1.3073 1.2503
H21 -1.2039 -1.2265 2.7664
H22 -3.9133 -1.1239 0.4822
N4 -1.9679 -0.4556 0.9919
H23 2.1260 -0.9053 -5.2625

Cartesian forces (eV/Å) of the 3 atoms listed first:
N 0.0042 -0.4849 0.6085
H 0.0922 0.0196 -0.0099
H -0.0014 -0.0005 -0.0004


(4)
Entry from OMol25: 2 unconnected molecules or ions with the total composition C18H23N7O3 at a distorted geometry (wB97M-V/def2-TZVPD).

Calculated values
Molecular weight (g mol⁻¹): 385.43
Total energy (a.u.): -1308.7983
Structure (SMILES): Nc1nc2c(Cc3cccnc3)c[nH]c2c(=O)[nH]1.CNC(=O)[C@H](C)NC(C)=O
HOMO-LUMO gap (Eh): 0.3142
Multiplicity: 1
HOMO level (eV): -8.21

Cartesian coordinates (Å):
N1 3.6445 0.6804 -2.9213
H1 1.3143 0.2238 0.2396
C1 2.8610 0.5519 -1.8366
H2 0.9309 2.8381 2.3769
O1 -3.1299 -4.5928 -0.8441
C2 -0.4949 5.8390 1.8466
H3 -2.4070 -0.0421 1.8502
H4 0.5608 -6.7845 1.1495
H5 -3.3469 1.8426 -0.0749
C3 -0.0640 -4.9193 0.7230
H6 0.4118 2.3456 -0.4257
C4 -1.4189 -3.0176 -0.6712
H7 -0.2937 3.9624 -0.5793
C5 -3.5289 1.5363 0.9557
C6 2.7568 -1.8417 -2.0759
H8 -2.7140 -1.7719 -1.8328
C7 0.1981 -1.4365 -0.5099
O2 -0.2457 0.8057 2.2386
N2 0.5086 -3.7629 0.5692
C8 -0.4848 2.9406 -0.2539
N3 0.2572 3.4929 2.0038
H9 2.0098 -1.3484 0.6239
N4 -2.3351 0.9119 1.5254
C9 -0.8502 2.9104 1.2391
H10 -0.1420 6.8067 2.2016
H11 -1.4735 5.6359 2.2737
H12 2.4134 -2.8216 -1.7508
N5 -1.8298 -1.8644 -1.3296
O3 1.4696 5.0957 2.9379
H13 -1.7777 -6.0633 0.5699
C10 3.9963 -0.4302 -3.5887
H14 -3.8189 2.4056 1.5488
H15 -1.2998 2.5320 -0.8494
C11 -2.0092 -4.3160 -0.4476
C12 1.5040 -0.7753 -0.1603
N6 0.6456 -5.8180 1.4393
C13 -0.1772 -2.7933 -0.1520
H16 -1.7507 3.5014 1.3966
N7 -1.2791 -5.2699 0.1996
H17 3.8863 -2.5717 -3.7632
C14 -0.8381 -0.8926 -1.2321
C15 0.4828 4.7719 2.2976
H18 2.5832 1.4525 -1.2979
C16 3.5738 -1.7025 -3.1953
H19 -0.5477 5.8547 0.7613
C17 -1.1331 1.4656 1.7108
H20 -4.3533 0.8214 0.9632
H21 -0.8581 0.1047 -1.6613
C18 2.3868 -0.6878 -1.3807
H22 4.6318 -0.3362 -4.4641
H23 1.5750 -5.4690 1.6566

Cartesian forces (eV/Å) of the 3 atoms listed first:
N -0.0245 -0.2016 0.0052
H 0.0949 -0.0824 0.0538
C 0.2550 -1.1088 -0.6413